Density functional theory data (ωB97M-V with the def2-TZVPD basis set) for a cluster of 2 separate species, C11H25BBrFN3O6S2 in total.

```
! RIJCOSX wB97M-V def2-TZVPD def2/J DEFGRID3
* xyz 1 1
C -2.13 -0.04 -0.75
B 0.23 -2.18 2.62
H -1.79 0.99 -0.66
H 1.53 1.57 1.61
H -1.13 -1.92 -0.96
N 1.35 1.51 -1.01
C 2.71 -0.15 0.23
N 0.56 0.15 -2.69
N 0.33 -0.48 -0.41
H -2.33 -1.63 -5.33
O 0.79 -1.12 -4.78
O -2.72 -1.69 -6.21
C -0.63 2.52 2.49
H 0.86 0.92 -3.28
H -1.64 4.20 1.66
O -2.71 2.46 1.34
C 1.27 -1.86 1.44
S 0.08 -1.20 -3.58
H -1.21 0.55 1.82
C 2.73 1.18 -0.61
C -1.05 -1.03 -0.33
O -0.93 -2.88 2.45
H -0.21 -1.56 4.44
H 2.43 -2.29 -0.84
H 3.31 0.03 1.12
S 3.52 -1.55 -0.62
H 2.26 -1.94 1.91
H -0.49 0.62 3.40
H 0.87 1.88 -0.19
C 1.02 0.64 1.88
H -3.66 -1.84 -6.06
H -0.96 3.17 0.42
C -0.40 1.00 2.39
O 0.55 -1.76 3.88
H 0.32 3.06 2.57
H -1.16 2.72 3.42
F 0.70 -2.28 -2.67
H -2.98 -0.13 -0.08
H 1.59 0.26 2.73
C 1.25 -0.45 0.80
H 3.11 2.00 -0.01
C 0.68 0.34 -1.37
Br 3.85 1.23 -2.18
H -3.16 2.66 0.51
H -1.02 -3.29 1.58
H 1.19 -2.62 0.67
O -1.33 -1.34 -3.50
H -1.21 -1.37 0.69
H -2.49 -0.23 -1.76
C -1.48 3.15 1.39
*
```

Calculated values
Total energy: -4544.77404 a.u.
E_HOMO: -12.497 eV

---

Density functional theory data (ωB97M-V with the def2-TZVPD basis set) for a structure of composition C11H25BInS2.

```
! RIJCOSX wB97M-V def2-TZVPD def2/J DEFGRID3
* xyz 3 1
C 0.81 0.64 0.60
H -1.35 2.44 1.68
H 2.05 0.48 -4.11
B -0.47 0.43 1.55
H 1.21 1.66 0.85
C -3.25 0.03 -0.15
H 0.87 -5.32 1.43
H 0.39 -2.47 3.55
C -1.77 1.42 1.53
H 2.49 -0.38 -1.61
C 0.52 -1.84 2.63
S -3.26 -0.18 -1.99
C 2.56 1.93 -1.95
H 3.29 2.06 -1.05
H -1.62 -1.16 2.66
H 0.62 -2.30 0.48
H -2.71 -0.86 0.24
H -2.43 1.23 2.39
C -2.60 1.42 0.20
H -2.35 0.71 -2.50
C 1.26 0.29 -3.37
H 0.86 -0.73 -3.48
H 1.54 -1.43 2.73
In 3.70 0.72 -0.25
H 0.16 1.66 -1.20
H -4.31 -0.05 0.16
C -0.60 -0.75 2.68
H -2.05 1.82 -0.66
C 0.53 0.65 -0.96
H 0.46 1.02 -3.59
H -0.23 -0.12 -1.22
H -0.51 -0.21 3.65
H 1.64 -0.07 0.79
H 1.87 2.78 -1.86
H -0.67 -3.22 1.37
S 1.53 -4.18 1.81
C 1.81 0.49 -1.91
H -3.43 2.13 0.36
H 3.09 2.07 -2.91
C 0.36 -2.82 1.42
*
```

Calculated values
Total energy: -1444.08605 a.u.
E_HOMO: -18.608 eV